Record 1
{
  "formula": "C5H9Br8NO2",
  "method": "ωB97M-V/def2-TZVPD",
  "orbital_gap_ev": 9.50,
  "total_energy_ha": -20993.11236,
  "charge": 0,
  "homo_ev": -10.00,
  "species": ["Br", "Br", "Br", "Br", "Br", "Br", "Br", "Br", "O", "O", "N", "C", "C", "C", "C", "C", "H", "H", "H", "H", "H", "H", "H", "H", "H"],
  "positions_angstrom": [[-5.644, 2.766, 13.655], [-4.003, 5.505, 13.694], [-7.262, 9.803, 12.097], [-5.551, 10.085, 9.416], [-6.349, 12.769, 11.157], [-12.013, 5.590, 10.073], [-4.323, 3.762, 10.858], [-9.806, 5.117, 7.361], [-7.340, 5.228, 9.399], [-6.349, 6.799, 10.604], [-7.135, 6.424, 9.752], [-5.835, 10.859, 11.214], [-11.715, 3.746, 9.211], [-7.955, 7.456, 9.087], [-11.289, 3.875, 7.735], [-5.194, 4.356, 12.546], [-9.006, 7.174, 9.154], [-7.911, 8.392, 9.643], [-7.588, 7.695, 8.088], [-6.082, 4.921, 12.261], [-12.605, 3.116, 9.234], [-4.932, 10.692, 11.800], [-12.167, 4.269, 7.223], [-11.038, 2.910, 7.294], [-10.931, 3.252, 9.785]]
}

***

Record 2
{
  "formula": "C6H9N3O",
  "method": "ωB97M-V/def2-TZVPD",
  "de_lowest_ev": 4.003,
  "orbital_gap_ev": 8.25,
  "smiles": "C/C1=N/CCOC(N)=C=N1",
  "total_energy_ha": -473.40262,
  "charge": 0,
  "homo_ev": -7.86,
  "species": ["O", "N", "N", "N", "C", "C", "C", "C", "C", "C", "H", "H", "H", "H", "H", "H", "H", "H", "H"],
  "positions_angstrom": [[2.108, 0.566, -0.327], [-1.176, 0.758, 0.059], [2.675, -1.631, 0.176], [-0.630, -1.076, -1.359], [-1.407, -0.385, -0.371], [1.649, -0.802, -0.371], [1.219, 1.533, 0.115], [-2.522, -1.095, 0.285], [0.575, -1.069, -1.138], [-0.164, 1.625, -0.517], [-0.044, 1.671, -1.568], [-0.477, 2.613, -0.043], [1.830, 2.436, -0.157], [-2.107, -2.054, 0.439], [2.681, -2.712, 0.043], [-2.850, -0.515, 1.102], [3.631, -1.254, 0.059], [-3.236, -1.184, -0.495], [1.099, 1.502, 1.195]]
}

***

Record 3
{
  "formula": "C9H16N3",
  "method": "ωB97M-V/def2-TZVPD",
  "de_lowest_ev": 1.482,
  "orbital_gap_ev": 8.44,
  "total_energy_ha": -516.57134,
  "charge": 1,
  "homo_ev": -11.63,
  "species": ["N", "N", "N", "C", "C", "C", "C", "C", "C", "C", "C", "C", "H", "H", "H", "H", "H", "H", "H", "H", "H", "H", "H", "H", "H", "H", "H", "H"],
  "positions_angstrom": [[-1.841, -2.182, 0.546], [-0.663, -3.842, 1.531], [-0.646, -1.807, 2.575], [1.549, 1.439, -1.631], [0.147, 3.120, -0.607], [-0.817, -0.368, 2.369], [1.412, 2.678, -0.993], [0.498, 0.587, -1.890], [-0.955, 2.269, -0.836], [-1.168, -2.597, 1.605], [-0.744, 1.051, -1.420], [2.887, 1.114, -2.277], [-1.610, 0.371, -1.556], [0.620, -0.353, -2.395], [-2.046, -2.590, -0.354], [-0.693, 0.034, 1.369], [-0.111, -4.235, 2.273], [-0.155, 0.202, 3.023], [3.781, 1.578, -1.845], [0.021, 4.104, -0.192], [-1.822, 0.036, 2.625], [-2.500, -1.425, 0.692], [-0.752, -2.104, 3.536], [2.352, 3.201, -0.823], [-0.864, -4.428, 0.743], [3.140, 0.056, -2.151], [-1.923, 2.680, -0.594], [2.903, 1.410, -3.322]]
}

***

Record 4
{
  "formula": "C2H6IO2",
  "method": "ωB97M-V/def2-TZVPD",
  "de_lowest_ev": 0.000,
  "orbital_gap_ev": [10.69, 6.34],
  "total_energy_ha": -527.92278,
  "charge": 0,
  "homo_ev": [-9.90, -9.90],
  "multiplicity": 2,
  "species": ["I", "O", "O", "C", "C", "H", "H", "H", "H", "H", "H"],
  "positions_angstrom": [[-0.255, 3.281, 2.191], [-0.425, -0.173, 1.365], [-0.418, 0.621, -1.514], [0.566, -0.581, 0.493], [0.043, -0.675, -0.970], [0.866, -0.963, -1.624], [-0.772, -1.397, -1.031], [1.406, 0.110, 0.425], [-0.573, 0.774, 1.327], [0.937, -1.563, 0.786], [-1.374, 0.566, -1.447]]
}